(1)
{
  "formula": "C2H2CeFO",
  "method": "ωB97M-V with the def2-TZVPD basis set",
  "spin_multiplicity": 2,
  "homo_ev": [-17.9758, -17.9824],
  "gap_ev": [6.590, 7.306],
  "s2": 0.751,
  "e_above_lowest_kcal_mol": 0.0,
  "charge": 2,
  "lumo_ev": [-11.4, -10.7],
  "species": ["C", "C", "O", "H", "H", "F", "Ce"],
  "xyz": [[2.41988, -1.18872, -1.52600], [1.57909, -0.40054, -0.93265], [0.99312, 0.45127, -0.34967], [3.45807, -1.19537, -1.19046], [2.11971, -1.70506, -2.43875], [-2.18348, -0.65285, 0.62034], [-1.07680, 1.05935, 0.99066]]
}

***

(2)
{
  "formula": "C2H2CeO2",
  "method": "ωB97M-V with the def2-TZVPD basis set",
  "spin_multiplicity": 3,
  "homo_ev": [-18.3676, -19.9360],
  "gap_ev": [7.167, 9.212],
  "s2": 2.005,
  "e_above_lowest_kcal_mol": 26.1,
  "charge": 2,
  "lumo_ev": [-11.2, -10.7],
  "species": ["O", "C", "C", "O", "Ce", "H", "H"],
  "xyz": [[-0.11888, -0.54199, -1.27302], [0.62243, -1.35748, -0.75793], [1.04389, -1.25114, 0.68485], [0.49083, -0.18576, 1.29071], [-0.63918, 1.29484, 0.10737], [2.13574, -1.40202, 0.76767], [0.52152, -2.36455, 0.63570]]
}

***

(3)
{
  "formula": "C2H2Cl2FNO2",
  "method": "ωB97M-V with the def2-TZVPD basis set",
  "spin_multiplicity": 1,
  "homo_ev": [-8.3179, -9.9633],
  "gap_ev": [5.956, 9.348],
  "e_above_lowest_kcal_mol": 30.2,
  "lumo_ev": [-2.4, -0.6],
  "species": ["C", "C", "N", "O", "O", "F", "Cl", "Cl", "H", "H"],
  "xyz": [[1.45470, 0.26348, 0.00756], [-1.76536, 0.51294, 0.32840], [0.93977, -0.91038, -0.31858], [0.26682, -1.04022, -1.39523], [1.25712, -1.82347, 0.49591], [-1.67296, 0.76807, 1.66184], [-2.17398, 1.81850, -0.73851], [-1.82861, -1.00936, -0.24265], [1.30808, 1.17765, -0.66120], [2.21443, 0.24279, 0.86246]]
}

***

(4)
{
  "formula": "C2H2Cl2O2",
  "method": "ωB97M-V with the def2-TZVPD basis set",
  "spin_multiplicity": 1,
  "homo_ev": -10.6444,
  "gap_ev": 11.348,
  "e_above_lowest_kcal_mol": 108.3,
  "lumo_ev": 0.7,
  "species": ["C", "C", "O", "O", "Cl", "Cl", "H", "H"],
  "xyz": [[-0.61177, -0.02382, 0.48910], [0.57139, -0.05447, -0.53405], [-0.49294, 1.38701, 0.50197], [0.53728, 1.37961, -0.51508], [-2.07161, -0.80410, -0.12543], [2.04614, -0.76209, 0.10432], [-0.26891, -0.54716, 1.49212], [0.29042, -0.57497, -1.41295]]
}

***

(5)
{
  "formula": "C2H2Cl2O2S",
  "method": "ωB97M-V with the def2-TZVPD basis set",
  "spin_multiplicity": 1,
  "homo_ev": -10.1026,
  "gap_ev": 9.642,
  "e_above_lowest_kcal_mol": 28.1,
  "lumo_ev": -0.5,
  "species": ["C", "C", "O", "O", "S", "Cl", "Cl", "H", "H"],
  "xyz": [[1.95030, 0.25080, 0.03678], [-1.60795, -0.74215, -0.01513], [-0.68895, -1.44245, -0.26965], [-0.38316, 1.23660, -0.41772], [0.93192, 1.51707, 0.17326], [-1.96271, -0.20390, 1.59524], [-2.87093, -0.34573, -1.10402], [2.93337, 0.40892, 0.43457], [1.69811, -0.67916, -0.43334]]
}

***

(6)
{
  "formula": "C2H2Cl2S",
  "method": "ωB97M-V with the def2-TZVPD basis set",
  "spin_multiplicity": 1,
  "homo_ev": [-9.2067, -9.2776],
  "gap_ev": [7.088, 7.809],
  "e_above_lowest_kcal_mol": 80.0,
  "lumo_ev": [-2.1, -1.5],
  "species": ["C", "C", "S", "Cl", "Cl", "H", "H"],
  "xyz": [[-0.75318, -0.47758, 0.18961], [0.38740, 0.20260, -0.32196], [-2.14014, 0.25548, 0.63276], [1.49937, -0.71496, -1.27649], [0.23819, 1.84616, -0.80952], [-0.66753, -1.55727, 0.26321], [1.43589, 0.44557, 1.32239]]
}

***

(7)
{
  "formula": "C2H2Cl2S2",
  "method": "ωB97M-V with the def2-TZVPD basis set",
  "spin_multiplicity": 3,
  "homo_ev": [-7.5493, -9.7937],
  "gap_ev": [8.030, 6.333],
  "s2": 2.006,
  "e_above_lowest_kcal_mol": 1.6,
  "lumo_ev": [0.5, -3.5],
  "species": ["C", "C", "S", "S", "Cl", "Cl", "H", "H"],
  "xyz": [[0.99686, -0.52469, 0.10310], [-0.38854, -0.07124, 0.36044], [1.40019, -2.05541, 0.35295], [-1.39515, -0.08655, -1.12734], [2.16433, 0.67636, -0.55768], [-0.41884, 1.62046, 1.24639], [-0.78829, -0.73695, 1.03272], [-1.57056, 1.17801, -1.41059]]
}

***

(8)
{
  "formula": "C2H2Cl3I",
  "method": "ωB97M-V with the def2-TZVPD basis set",
  "spin_multiplicity": 1,
  "homo_ev": [-8.5046, -8.2264],
  "gap_ev": [8.246, 7.583],
  "e_above_lowest_kcal_mol": 83.1,
  "lumo_ev": [-0.3, -0.6],
  "species": ["C", "C", "Cl", "Cl", "Cl", "I", "H", "H"],
  "xyz": [[1.44749, -0.27935, -0.05739], [-1.22858, 0.40793, 0.05980], [-1.07894, 1.33320, 1.51695], [-1.87380, -1.15572, -0.01020], [-1.67024, 1.28676, -1.32825], [1.05538, -2.29730, 0.04476], [1.78888, 0.28932, -0.97860], [1.55981, 0.41516, 0.75294]]
}